DFT (ωB97M-V/def2-TZVPD) results for a structure of composition C22H27N6SSiV at a distorted geometry.

XYZ file:
```
58
Properties=species:S:1:pos:R:3
V 0.73265 0.02939 0.00100
C -2.33742 5.50020 -1.85643
Si -2.30826 4.54663 -0.27072
C -2.45847 5.65047 1.21118
C -3.64481 3.25780 -0.23056
C -0.54372 3.78725 -0.14861
C 0.50070 4.67385 0.11584
C 1.83002 4.26672 0.23505
C 2.10893 2.93238 0.11614
N 1.13399 2.04746 -0.15595
C -0.14457 2.46475 -0.32559
S -1.18817 1.08881 -0.72535
H -3.28408 6.03493 -1.96288
H -2.23009 4.83754 -2.71813
H -1.53512 6.24043 -1.89804
H -3.43114 6.14804 1.19957
H -1.69815 6.43355 1.23504
H -2.38887 5.08080 2.14047
H -4.60258 3.77727 -0.14114
H -3.55096 2.58765 0.62540
H -3.67594 2.66088 -1.14346
H 0.27767 5.72841 0.23926
H 2.62427 4.97404 0.42418
H 3.11314 2.55003 0.21196
N 0.48763 -3.04873 0.03376
C 2.52142 -1.74681 -0.57385
C 3.54770 -2.61978 -0.86750
C 4.84464 -2.21878 -0.57839
C 5.07012 -0.96839 -0.01823
C 3.99644 -0.13467 0.22131
N 2.74868 -0.52564 -0.06440
C -1.02051 -3.06624 0.11505
C -1.64049 -4.25360 0.43170
C -3.02632 -4.21078 0.51618
C -3.67868 -3.00914 0.28659
C -2.92965 -1.88672 -0.03330
N -1.59710 -1.92307 -0.12210
H 0.73928 -3.88805 -0.49710
H 3.35287 -3.58645 -1.31466
H 5.67712 -2.87803 -0.78668
H 6.06978 -0.63801 0.22533
H 4.12503 0.84326 0.65903
H -1.09273 -5.17177 0.60566
H -3.58321 -5.10655 0.75541
H -4.75570 -2.94024 0.34720
H -3.39946 -0.93029 -0.22598
C 0.65182 -2.07168 -2.23800
C 1.04121 -1.87444 -0.78174
N 0.36969 -0.54262 1.45626
C 0.29331 -1.34760 2.57222
C 0.64641 -2.62839 2.47065
N 1.14044 -3.25120 1.30795
H 1.08802 -1.27478 -2.84162
H -0.42462 -2.04409 -2.38796
H 1.04554 -3.01580 -2.63594
H -0.06641 -0.93157 3.50280
H 0.63226 -3.27225 3.34017
H 1.30890 -4.23948 1.42276
```

The net charge is +2. The orbital gap (alpha / beta) is 6.9693 / 6.9683 eV.

These are the Löwdin partial charges, in e, on atoms 1 to 4:
1. V 0.8034
2. C -0.1618
3. Si 0.5081
4. C -0.1658